# 1
Computed, not measured: an isolated molecule of C27H24F9N3O4S in a non-equilibrium geometry, with ωB97M-V/def2-TZVPD.

Last column: Löwdin charge in e.
CARTESIAN COORDINATES (ANGSTROEM)
S (0.7345, 1.4787, 3.2404)  0.82
F (2.3878, -0.3283, 2.4114)  0.11
F (5.5892, -1.3947, 0.9532)  0.11
F (-3.6852, -0.3684, -5.0791)  0.11
F (2.1856, -0.4129, 4.5604)  0.16
F (-5.8111, -0.8877, -5.5407)  0.10
F (6.8633, -1.4134, -0.8265)  0.11
F (-4.1488, -2.3918, -5.6482)  0.11
F (7.7898, -1.1670, 1.1838)  0.11
F (3.2785, 1.2272, 3.6812)  0.15
O (-6.3741, -0.3010, 4.0165)  0.05
O (1.1691, 2.7786, 2.7497)  -0.30
O (-6.3531, 1.8933, 4.2034)  0.06
O (0.2225, 1.3665, 4.5975)  -0.28
N (5.6397, 0.9566, -0.8852)  -0.18
N (-5.7662, 0.7994, 3.9955)  -0.31
N (-3.5858, -2.2228, -2.9792)  -0.16
C (-1.2995, -1.6719, -2.3247)  0.00
C (-0.0158, 0.9384, 0.2636)  -0.17
C (3.5019, -0.2732, -0.8953)  0.01
C (-4.8298, -1.6859, -3.4713)  -0.05
C (-4.3749, 0.7785, 3.6417)  -0.14
C (-4.6482, -1.3360, -4.9383)  -0.51
C (4.2422, 0.9283, -0.7188)  -0.24
C (-0.4431, -0.7471, -1.7242)  -0.03
C (-0.8800, 0.0627, -0.6299)  -0.17
C (2.2306, 2.0154, 0.0987)  -0.05
C (-1.7771, 0.7529, 2.4743)  -0.24
C (1.4808, 0.8386, -0.0444)  -0.19
C (-2.5591, -0.4345, 2.5341)  -0.02
C (-3.3397, -3.6473, -3.1145)  -0.06
C (-2.2672, 0.1429, -0.4473)  -0.04
C (-3.1811, -0.4872, -1.3108)  0.01
C (-3.8225, -0.4390, 3.1487)  0.04
C (-2.7080, -1.4734, -2.2264)  -0.23
C (-3.6593, 1.9828, 3.4686)  0.03
C (6.5033, 0.6449, 0.2425)  -0.06
C (-0.3806, 0.7404, 1.8362)  -0.18
C (6.2272, 1.6593, -2.0132)  -0.05
C (3.5864, 2.0772, -0.1997)  0.01
C (2.1747, -0.3333, -0.4652)  -0.05
C (6.7119, -0.8382, 0.3995)  -0.54
C (2.2245, 0.4241, 3.5229)  -0.65
C (-2.3816, 1.9533, 2.9197)  -0.02
H (-2.7272, -3.8835, -4.0078)  0.09
H (1.7513, 2.9410, 0.4317)  0.11
H (7.4765, 1.1152, 0.0862)  0.13
H (-2.8193, -4.0834, -2.2237)  0.11
H (-5.0520, -0.7658, -2.9395)  0.12
H (-2.6900, 0.7230, 0.3777)  0.10
H (-2.1719, -1.3648, 2.1312)  0.12
H (-4.2712, -0.3496, -1.2145)  0.11
H (0.5745, -0.6718, -2.1451)  0.11
H (4.0021, -1.1374, -1.3432)  0.12
H (-5.5924, -2.4566, -3.4119)  0.14
H (0.0326, -0.3224, 1.8892)  0.14
H (-1.8338, 2.8831, 2.8002)  0.12
H (1.6533, -1.3094, -0.5429)  0.12
H (7.1988, 2.0846, -1.7169)  0.08
H (-4.0870, 2.9322, 3.8036)  0.13
H (-0.9286, -2.5053, -2.9535)  0.12
H (-4.2991, -4.1682, -3.2159)  0.09
H (4.1637, 3.0238, -0.0417)  0.14
H (5.5326, 2.4552, -2.3487)  0.09
H (-0.3818, 2.0712, 0.3025)  0.18
H (6.0596, 1.0072, 1.1803)  0.14
H (-4.4243, -1.3476, 3.2895)  0.12
H (6.3818, 0.9445, -2.8476)  0.09

## Properties
SMILES string	CN(CC(F)(F)F)c1ccc(C(c2ccc(N(C)CC(F)(F)F)cc2)[C@H](c2ccc([N+](=O)[O-])cc2)S(=O)(=O)C(F)(F)F)cc1
relative energy (zero: lowest compared OMol25 entry of this formula, charge and spin)	47.32	kcal/mol
total charge	0
F_max	0.08869	hartree/bohr
lowest unoccupied orbital energy	-1.352	eV
E_tot	-76335.89296	eV
highest occupied orbital energy	-8.27	eV
gap between HOMO and LUMO	6.92	eV

---

# 2
Computed, not measured: a structure of composition C19H20Cl5IrO4P, with ωB97M-V/def2-TZVPD.

Last column: Löwdin charge in e.
CARTESIAN COORDINATES (ANGSTROEM)
Ir (-0.7646, 0.0223, 0.0596)  1.03
Cl (3.6401, -4.3457, -3.2910)  0.73
Cl (-0.6500, -2.1796, -0.8100)  0.78
Cl (3.7654, 0.7469, -1.4465)  0.78
Cl (0.6905, -4.6038, -2.2323)  0.74
Cl (5.1722, -1.6598, -2.8807)  0.74
P (0.0543, -0.4573, 2.1068)  0.91
O (-0.7925, 1.9788, 0.3235)  -0.16
O (-3.6906, 3.2426, 2.9927)  0.12
O (1.0445, 0.2131, -0.6685)  -0.28
O (-1.8791, 3.7298, 1.1397)  0.12
C (-2.8554, 1.6036, 1.4623)  -0.10
C (-3.8307, -0.6292, 1.5255)  -0.08
C (2.8781, -3.0240, -2.5163)  -0.70
C (-4.5792, 1.0702, 3.0665)  0.04
C (1.1905, -1.8833, 1.9693)  -0.35
C (2.4062, -1.8755, 2.8993)  -0.11
C (1.5742, -3.1469, -2.0602)  -0.70
C (-2.9431, 0.2869, 0.9973)  -0.21
C (-4.6458, -0.2186, 2.5822)  -0.04
C (0.2187, 1.9825, 3.5522)  -0.09
C (2.9483, -0.7339, -1.7037)  -0.61
C (1.6207, -0.8335, -1.2556)  -0.46
C (-0.5289, -1.3794, 4.6806)  -0.11
C (3.5618, -1.8105, -2.3306)  -0.68
C (0.9820, -2.0496, -1.4472)  -0.55
C (0.9967, 0.9798, 2.7003)  -0.32
C (-3.7001, 2.0081, 2.5017)  -0.25
C (-1.8178, 2.5322, 0.9431)  -0.55
C (-1.1634, -0.9135, 3.3675)  -0.35
H (1.8294, 0.5683, 3.2736)  0.08
H (2.1439, -1.7109, 3.9428)  0.06
H (-2.6043, 0.0107, -0.0509)  0.07
H (-3.0941, 3.7890, 2.4310)  0.10
H (0.8925, 2.7840, 3.8512)  0.10
H (2.9086, -2.8397, 2.8330)  0.09
H (1.4230, 1.4607, 1.8171)  0.09
H (-1.3175, -1.5432, 5.4140)  0.09
H (0.5638, -2.7639, 2.1378)  0.10
H (-3.9231, -1.6214, 1.1050)  0.12
H (3.1225, -1.1114, 2.6001)  0.08
H (-1.7791, -1.7081, 2.9434)  0.09
H (-1.8160, -0.0529, 3.5234)  0.08
H (0.1611, -0.6459, 5.0975)  0.07
H (0.0034, -2.3218, 4.5590)  0.07
H (-5.2180, 1.3983, 3.8757)  0.14
H (-0.6025, 2.4468, 3.0146)  0.06
H (-0.1772, 1.5294, 4.4602)  0.07
H (-5.3552, -0.9124, 3.0132)  0.12
H (1.5400, -1.9446, 0.9404)  0.05

## Properties
relative energy (zero: lowest compared OMol25 entry of this formula, charge and spin)	0.00	kcal/mol
total charge	+1
F_max	0.00232	hartree/bohr
lowest unoccupied orbital energy	-4.723	eV
E_tot	-102952.19147	eV
highest occupied orbital energy	-11.65	eV
gap between HOMO and LUMO	6.93	eV

---

> Look up the lowest unoccupied orbital energy of the first one.

-1.352 eV